(1)
C20H60BF4N5O7V as an isolated structure in a non-equilibrium geometry, computed with wB97M-V/def2-TZVPD.

Geometry (Å):
O: -13.19 -19.96 0.74
V: -12.73 -19.43 -0.68
O: -11.84 -20.62 -1.28
B: -14.49 -16.96 1.68
F: -15.71 -16.25 1.64
F: -14.76 -18.16 2.39
F: -14.19 -17.33 0.29
F: -13.48 -16.35 2.35
C: -15.84 -15.49 6.96
C: -15.43 -15.21 5.51
C: -14.62 -13.90 5.39
O: -13.96 -13.63 4.17
C: -14.81 -13.17 3.14
N: -14.60 -16.38 4.96
H: -13.85 -16.46 5.67
H: -15.06 -17.29 4.99
H: -14.18 -16.20 4.04
H: -16.18 -14.59 7.46
H: -15.01 -15.90 7.53
H: -16.58 -16.29 6.90
H: -16.28 -15.39 4.84
H: -13.90 -13.81 6.20
H: -15.40 -13.15 5.57
H: -15.36 -12.31 3.54
H: -15.52 -13.92 2.79
H: -14.22 -12.82 2.30
C: -16.55 -17.03 -3.60
C: -16.28 -16.18 -2.36
C: -17.06 -14.85 -2.32
O: -16.77 -14.22 -1.10
C: -16.79 -12.78 -1.17
N: -16.66 -16.99 -1.13
H: -17.68 -17.08 -1.07
H: -16.33 -17.95 -1.18
H: -16.31 -16.56 -0.27
H: -16.26 -16.52 -4.52
H: -17.62 -17.19 -3.74
H: -16.01 -17.98 -3.58
H: -15.21 -15.99 -2.28
H: -18.13 -14.90 -2.56
H: -16.63 -14.27 -3.15
H: -16.14 -12.49 -2.00
H: -16.40 -12.48 -0.20
H: -17.73 -12.26 -1.37
C: -16.88 -23.41 2.74
C: -16.94 -22.12 1.96
C: -18.31 -21.47 1.98
O: -18.62 -21.16 3.33
C: -19.92 -20.59 3.43
N: -15.94 -21.13 2.60
H: -16.33 -20.85 3.50
H: -15.02 -21.56 2.75
H: -15.74 -20.24 2.13
H: -17.09 -23.34 3.81
H: -15.90 -23.88 2.64
H: -17.60 -24.14 2.36
H: -16.58 -22.18 0.93
H: -19.04 -22.15 1.52
H: -18.32 -20.54 1.40
H: -20.20 -19.85 2.67
H: -19.96 -20.10 4.41
H: -20.66 -21.40 3.41
C: -8.77 -13.58 3.79
C: -10.18 -14.06 4.18
C: -10.70 -13.22 5.35
O: -11.00 -11.93 4.96
C: -11.53 -11.07 5.97
N: -11.06 -13.78 2.94
H: -10.99 -12.82 2.60
H: -10.75 -14.49 2.28
H: -12.05 -14.02 3.12
H: -8.08 -13.95 4.54
H: -8.76 -12.50 3.66
H: -8.40 -14.04 2.87
H: -10.23 -15.13 4.35
H: -9.92 -13.30 6.11
H: -11.57 -13.74 5.79
H: -12.44 -11.49 6.43
H: -11.82 -10.15 5.47
H: -10.82 -10.93 6.78
C: -19.82 -13.59 0.21
C: -19.83 -14.23 1.63
C: -18.45 -14.71 2.14
O: -18.62 -15.26 3.43
C: -18.58 -16.68 3.47
N: -20.32 -13.18 2.64
H: -19.67 -12.40 2.47
H: -21.21 -12.73 2.38
H: -20.34 -13.49 3.61
H: -20.83 -13.73 -0.17
H: -19.11 -14.15 -0.38
H: -19.65 -12.51 0.21
H: -20.53 -15.06 1.68
H: -17.81 -13.83 2.29
H: -18.01 -15.37 1.39
H: -17.59 -17.07 3.19
H: -19.35 -17.09 2.82
H: -18.73 -16.98 4.51

Relative energy (zero: lowest compared OMol25 entry of this formula, charge and spin), kJ/mol: 0.0
Charge: +5
Kohn-Sham gap, eV: 4.45
HOMO energy, eV: -20.158

Charges computed using Löwdin, reported in e: atom 1 (O): -0.211, atom 2 (V): 1.288, atom 3 (O): -0.127, atom 4 (B): -1.202, atom 5 (F): 0.106, atom 6 (F): 0.093, atom 7 (F): 0.034, atom 8 (F): 0.174, atom 9 (C): 0.001, atom 10 (C): -0.284, atom 11 (C): -0.155, atom 12 (O): -0.210, atom 13 (C): -0.067, atom 14 (N): 0.231, atom 15 (H): 0.175, atom 16 (H): 0.166, atom 17 (H): 0.108, atom 18 (H): 0.113, atom 19 (H): 0.105, atom 20 (H): 0.095, atom 21 (H): 0.127, atom 22 (H): 0.136, atom 23 (H): 0.147, atom 24 (H): 0.111, atom 25 (H): 0.064, atom 26 (H): 0.102, atom 27 (C): -0.015, atom 28 (C): -0.286, atom 29 (C): -0.183, atom 30 (O): -0.226, atom 31 (C): -0.051, atom 32 (N): 0.219, atom 33 (H): 0.179, atom 34 (H): 0.151, atom 35 (H): 0.107, atom 36 (H): 0.115, atom 37 (H): 0.105, atom 38 (H): 0.087, atom 39 (H): 0.154, atom 40 (H): 0.149, atom 41 (H): 0.148, atom 42 (H): 0.106, atom 43 (H): 0.090, atom 44 (H): 0.096, atom 45 (C): -0.013, atom 46 (C): -0.274, atom 47 (C): -0.199, atom 48 (O): -0.193, atom 49 (C): -0.063, atom 50 (N): 0.216, atom 51 (H): 0.161, atom 52 (H): 0.169, atom 53 (H): 0.121, atom 54 (H): 0.107, atom 55 (H): 0.100, atom 56 (H): 0.117, atom 57 (H): 0.152, atom 58 (H): 0.154, atom 59 (H): 0.118, atom 60 (H): 0.084, atom 61 (H): 0.098, atom 62 (H): 0.112, atom 63 (C): -0.016, atom 64 (C): -0.265, atom 65 (C): -0.228, atom 66 (O): -0.175, atom 67 (C): -0.040, atom 68 (N): 0.225, atom 69 (H): 0.175, atom 70 (H): 0.159, atom 71 (H): 0.117, atom 72 (H): 0.111, atom 73 (H): 0.106, atom 74 (H): 0.094, atom 75 (H): 0.152, atom 76 (H): 0.152, atom 77 (H): 0.110, atom 78 (H): 0.084, atom 79 (H): 0.105, atom 80 (H): 0.111, atom 81 (C): 0.001, atom 82 (C): -0.260, atom 83 (C): -0.185, atom 84 (O): -0.187, atom 85 (C): -0.083, atom 86 (N): 0.242, atom 87 (H): 0.169, atom 88 (H): 0.192, atom 89 (H): 0.176, atom 90 (H): 0.106, atom 91 (H): 0.059, atom 92 (H): 0.097, atom 93 (H): 0.156, atom 94 (H): 0.127, atom 95 (H): 0.108, atom 96 (H): 0.070, atom 97 (H): 0.096, atom 98 (H): 0.106

=====

(2)
A single FOPS molecule in a non-equilibrium geometry, computed with wB97M-V/def2-TZVPD.

Geometry (Å):
O: 2.07 -0.53 0.04
F: -2.00 0.70 0.02
P: -1.14 -0.67 -0.01
S: 1.07 0.50 -0.05

Relative energy (zero: lowest compared OMol25 entry of this formula, charge and spin), kJ/mol: 311.0
Kohn-Sham gap (spin up / spin down), eV: 8.02 / 7.85
HOMO energy (spin up / spin down), eV: -9.213 / -9.326

Charges computed using Löwdin, reported in e: atom 1 (O): -0.705, atom 2 (F): -0.528, atom 3 (P): 0.674, atom 4 (S): 0.559

=====

(3)
A 14-piece molecular cluster, C4H37N2O13S overall in a non-equilibrium geometry, computed with wB97M-V/def2-TZVPD.

Geometry (Å):
C: -0.57 0.67 -0.54
N: 0.91 0.36 -0.22
C: 1.87 0.36 -1.35
C: 2.47 1.72 -1.49
S: 1.65 2.38 -2.99
C: 3.04 -0.72 -1.08
N: 3.55 -1.10 -2.47
H: -0.77 0.76 -1.59
H: -1.23 -0.29 -0.15
H: -1.03 1.65 -0.19
H: 1.10 0.89 0.53
H: 1.18 -0.25 -2.03
H: 3.60 1.77 -1.44
H: 2.40 2.36 -0.52
H: 2.68 -1.61 -0.46
H: 3.80 -0.26 -0.49
H: 2.66 -1.29 -2.96
H: 4.22 -1.81 -2.46
H: -1.20 2.67 1.01
H: -0.97 1.47 3.21
O: -1.30 1.54 2.37
H: -3.14 -1.47 -2.47
H: -2.00 -2.48 -2.38
O: -2.37 -1.81 -2.93
H: -3.68 0.00 2.40
H: -3.37 1.36 2.71
O: -4.01 0.84 2.35
H: 0.72 -0.22 2.80
H: -0.78 -3.51 2.86
O: -0.92 -2.76 2.51
H: -1.52 3.78 -1.94
H: -1.03 3.17 -3.24
O: -1.93 3.54 -2.81
H: -2.11 3.92 1.16
H: 2.31 1.71 -3.93
O: -1.44 3.50 0.57
H: 1.23 -2.23 2.15
H: 2.15 -2.23 3.20
O: 2.20 -2.01 2.31
H: -1.02 0.63 2.05
H: -0.20 -1.40 3.26
O: 0.37 -0.74 3.48
H: -2.26 -2.11 2.29
H: -3.53 -2.21 1.58
O: -3.11 -1.50 2.04
H: 0.92 -4.09 0.04
H: 1.79 -5.18 -0.82
O: 1.75 -4.67 0.00
H: -2.91 1.51 -0.68
H: -3.46 2.49 -1.80
O: -3.29 1.55 -1.52
H: 1.64 0.66 3.20
H: 2.51 -0.25 2.08
O: 2.20 0.74 2.40
H: -0.67 -2.81 0.94
H: 0.26 -2.24 -0.21
O: -0.23 -2.98 -0.06

Relative energy (zero: lowest compared OMol25 entry of this formula, charge and spin), kJ/mol: 627.7
Charge: -1
Kohn-Sham gap, eV: 8.60
HOMO energy, eV: -6.038

Charges computed using Löwdin, reported in e: atom 1 (C): -0.085, atom 2 (N): -0.067, atom 3 (C): -0.458, atom 4 (C): -0.503, atom 5 (S): 0.722, atom 6 (C): -0.200, atom 7 (N): 0.004, atom 8 (H): 0.048, atom 9 (H): 0.129, atom 10 (H): 0.035, atom 11 (H): 0.001, atom 12 (H): 0.149, atom 13 (H): 0.091, atom 14 (H): 0.125, atom 15 (H): 0.110, atom 16 (H): 0.078, atom 17 (H): 0.065, atom 18 (H): 0.024, atom 19 (H): -0.031, atom 20 (H): 0.005, atom 21 (O): -0.024, atom 22 (H): 0.028, atom 23 (H): 0.001, atom 24 (O): -0.050, atom 25 (H): -0.096, atom 26 (H): -0.059, atom 27 (O): -0.019, atom 28 (H): -0.057, atom 29 (H): -0.118, atom 30 (O): -0.243, atom 31 (H): 0.023, atom 32 (H): 0.062, atom 33 (O): -0.144, atom 34 (H): 0.069, atom 35 (H): -0.150, atom 36 (O): -0.095, atom 37 (H): 0.053, atom 38 (H): 0.020, atom 39 (O): -0.056, atom 40 (H): 0.085, atom 41 (H): -0.067, atom 42 (O): -0.031, atom 43 (H): 0.034, atom 44 (H): 0.023, atom 45 (O): -0.135, atom 46 (H): -0.013, atom 47 (H): 0.006, atom 48 (O): -0.138, atom 49 (H): -0.041, atom 50 (H): 0.048, atom 51 (O): -0.064, atom 52 (H): 0.024, atom 53 (H): 0.106, atom 54 (O): -0.146, atom 55 (H): 0.089, atom 56 (H): -0.062, atom 57 (O): -0.104

=====

(4)
C4H11N2O as an isolated structure in a non-equilibrium geometry, computed with wB97M-V/def2-TZVPD.

Geometry (Å):
N: -2.84 -0.53 0.05
C: -1.39 -0.55 -0.45
C: -0.75 0.59 0.36
N: 0.53 0.86 0.22
C: 1.51 -0.02 -0.51
C: 2.86 0.20 0.14
O: -1.55 1.12 1.20
H: -3.13 -1.27 0.67
H: -3.55 -0.19 -0.55
H: -2.25 0.17 0.92
H: -1.05 -1.55 -0.17
H: -1.38 -0.42 -1.53
H: 0.81 1.62 0.83
H: 1.16 -1.04 -0.44
H: 1.37 0.28 -1.56
H: 3.09 1.27 0.11
H: 3.66 -0.28 -0.42
H: 2.89 -0.25 1.13

Relative energy (zero: lowest compared OMol25 entry of this formula, charge and spin), kJ/mol: 177.7
Charge: +1
Kohn-Sham gap, eV: 11.95
HOMO energy, eV: -15.098

Charges computed using Löwdin, reported in e: atom 1 (N): 0.109, atom 2 (C): -0.043, atom 3 (C): -0.374, atom 4 (N): 0.114, atom 5 (C): -0.179, atom 6 (C): -0.061, atom 7 (O): 0.121, atom 8 (H): 0.140, atom 9 (H): 0.135, atom 10 (H): 0.078, atom 11 (H): 0.139, atom 12 (H): 0.145, atom 13 (H): 0.172, atom 14 (H): 0.110, atom 15 (H): 0.128, atom 16 (H): 0.087, atom 17 (H): 0.090, atom 18 (H): 0.089